# C39H34ClN3SSi2V

A structure of composition C39H34ClN3SSi2V (ωB97M-V with the def2-TZVPD basis set, the Open Molecules 2025 dataset).

charge: +2
E_LUMO (alpha / beta): -6.30 / -6.27 eV
energy above the lowest of the compared OMol25 structures with the same formula, charge and spin: 50.95 kcal per mole
HOMO level (alpha / beta): -12.010 / -12.013 eV
2S+1: 2
E: -4051.48030 Ha

Each line ends with the Mulliken charge.
Cartesian coordinates (Å):
V1 -1.84 0.82 1.04  -2.036
Cl1 1.26 -2.33 -3.36  -0.219
S1 -6.19 0.36 -0.58  -0.082
Si1 0.42 1.07 -1.34  0.598
Si2 1.06 -2.50 -1.33  0.271
N1 -2.20 -1.14 1.76  1.191
N2 -3.71 0.35 0.14  0.648
N3 -3.62 -2.83 1.97  -0.040
C1 3.91 -2.47 -1.30  -0.303
C2 -3.34 -1.69 1.28  0.157
C3 -3.59 1.89 2.46  -0.392
C4 -4.21 -0.91 0.45  -0.887
C5 -1.41 2.63 2.25  -0.756
C6 2.85 0.73 -2.85  -0.285
C7 -2.61 -3.86 4.03  -0.909
C8 1.02 3.44 -2.90  -0.049
C9 2.34 0.98 -1.57  0.195
C10 -1.71 -1.98 2.77  0.208
C11 -2.61 -3.04 2.92  0.283
C12 5.24 -2.14 0.71  -0.611
C13 -0.73 2.87 -5.00  -0.920
C14 4.61 1.14 -0.75  -0.808
C15 -0.60 1.97 -3.93  -0.150
C16 -2.74 2.78 1.72  -0.466
C17 -0.68 -2.60 4.84  -1.084
C18 -4.66 1.14 -0.40  -0.322
C19 2.73 -2.46 -0.54  0.569
C20 5.11 0.92 -2.04  -0.660
C21 -5.54 -1.09 0.11  -0.525
C22 0.02 4.05 -5.02  -0.627
C23 -2.78 1.14 3.36  -0.395
C24 0.28 2.26 -2.90  0.437
C25 -0.90 -0.24 -1.55  -1.843
C26 2.83 -2.39 0.87  -0.268
C27 3.24 1.14 -0.51  -0.191
C28 0.07 -0.94 -0.73  0.153
C29 0.25 1.15 0.55  -1.366
C30 -0.72 1.91 -0.26  -0.558
C31 4.22 0.70 -3.09  -0.985
C32 -1.62 -3.63 5.00  -0.636
C33 0.15 -0.30 0.57  0.198
C34 -1.53 0.98 -1.08  0.102
C35 5.15 -2.30 -0.68  -0.534
C36 -1.42 1.56 3.20  -0.423
C37 4.07 -2.18 1.48  -0.714
C38 0.90 4.34 -3.97  -0.837
C39 -0.71 -1.75 3.72  -0.137
H1 2.89 1.28 0.51  0.290
H2 -3.37 -4.64 4.11  0.440
H3 -0.01 -3.61 -0.79  0.174
H4 0.70 -3.93 -1.23  0.250
H5 1.71 3.67 -2.08  0.337
H6 -4.44 -3.40 1.82  0.251
H7 -3.06 3.52 0.99  0.623
H8 0.00 -0.94 3.57  0.370
H9 2.17 0.57 -3.69  0.581
H10 -1.57 -4.26 5.89  0.435
H11 6.06 -2.27 -1.29  0.455
H12 0.67 -0.80 1.39  0.678
H13 -1.17 -0.63 -2.53  0.762
H14 -0.79 2.99 -0.31  1.176
H15 -2.30 1.42 -1.72  1.352
H16 6.21 -1.98 1.18  0.441
H17 0.92 1.67 1.24  1.483
H18 5.30 1.28 0.08  0.467
H19 -3.15 0.46 4.12  0.568
H20 -1.42 2.63 -5.81  0.434
H21 -4.67 1.87 2.40  0.559
H22 -0.09 4.75 -5.85  0.410
H23 -1.18 1.04 -3.94  0.273
H24 -6.08 -2.02 0.26  0.425
H25 1.94 -2.49 1.49  0.565
H26 4.60 0.50 -4.10  0.442
H27 -0.58 1.24 3.80  0.679
H28 4.12 -2.05 2.56  0.427
H29 3.86 -2.57 -2.38  0.336
H30 6.19 0.91 -2.22  0.456
H31 -0.56 3.29 2.04  0.625
H32 -4.48 2.17 -0.68  0.356
H33 1.49 5.25 -3.98  0.439
H34 0.07 -2.43 5.61  0.449